i:
12
Properties=species:S:1:pos:R:3:mulliken_charge:R:1 method="wB97M-V/def2-TZVPD" homo_energy_ev=-9.4 spin_multiplicity=1 total_charge=0 orbital_gap_ev=10.1
H -1.38878 1.43439 0.00506 0.3281
N -0.39628 1.31395 -0.00685 -0.5751
C -0.45873 0.08895 0.08107 0.3056
N -1.65953 -0.70357 0.27813 -0.0877
N -2.83881 -0.03880 -0.10673 -0.7466
N 0.73927 -0.74077 -0.23770 -0.4054
S 2.33260 0.05576 -0.07223 -0.1597
H -1.62538 -1.66806 -0.17354 0.2869
H -3.00196 0.69818 0.57890 0.3189
H -2.81534 0.58249 -0.95967 0.2857
H 0.73359 -1.63892 0.27951 0.3060
H 2.61611 0.35052 1.45109 0.1433

---

ii:
12
Properties=species:S:1:pos:R:3:mulliken_charge:R:1 method="wB97M-V/def2-TZVPD" homo_energy_ev=-9.0 spin_multiplicity=1 total_charge=0 orbital_gap_ev=9.5
H 1.16332 -2.26343 -0.11676 0.1691
N 1.75013 -1.41475 -0.20103 -0.7218
C 0.86395 -0.44506 0.11136 0.3839
N 1.01525 0.77029 -0.29188 -0.0732
N 0.42288 2.13612 0.13667 -0.6562
N -0.31010 -0.61263 0.85760 -0.3632
S -1.66334 -0.26141 -0.20569 -0.1814
H 1.88293 1.08984 -0.71594 0.2752
H -0.00100 1.99188 1.18477 0.3101
H -0.46723 2.22200 -0.39908 0.2921
H -0.34384 -1.73023 0.72814 0.3697
H -0.95155 -0.61028 -1.56776 0.1957

---

Most stable structure - i; separation to the second - 79.6 kJ/mol.

---

i:
25
Properties=species:S:1:pos:R:3:mulliken_charge:R:1 method="wB97M-V/def2-TZVPD" homo_energy_ev=-7.2 spin_multiplicity=1 total_charge=0 orbital_gap_ev=8.0
C -0.85715 2.71749 2.34335 -0.7993
N 0.40930 2.64711 1.56860 -0.3650
C 0.40369 1.58672 0.79248 0.3470
N 1.45054 1.62299 0.00695 -0.6743
C 1.53482 0.50910 -0.74656 0.2429
N 2.44529 0.29042 -1.65964 -0.5015
C 0.43191 -0.39952 -0.80371 0.1665
C -0.62835 -0.18311 0.19759 0.0730
N -0.71181 0.85793 0.91756 -0.4823
N -1.40468 -1.32650 0.38649 -0.2801
C -0.88543 -2.65169 0.04025 -0.5109
C -0.61876 -2.48327 -1.53260 -0.4823
N 0.49812 -1.63089 -1.72990 -0.3970
H -0.71100 1.78006 3.00189 0.2685
H -1.86890 2.93987 1.89181 0.2482
H -0.71865 3.38543 3.17296 0.4182
H 0.73086 3.35783 0.73076 0.3527
H 3.03892 1.22718 -1.77386 0.3061
H 3.08972 -0.49859 -1.43213 0.2932
H -2.20982 -0.90752 1.14019 0.3502
H 0.11860 -2.77273 0.50124 0.3308
H -1.88979 -3.40309 0.12351 0.2904
H -0.67172 -3.39324 -2.46257 0.2666
H -1.51393 -1.91801 -2.05885 0.2962
H 0.53820 -1.35395 -2.61581 0.2421

---

ii:
25
Properties=species:S:1:pos:R:3:mulliken_charge:R:1 method="wB97M-V/def2-TZVPD" homo_energy_ev=-9.2 spin_multiplicity=1 total_charge=0 orbital_gap_ev=8.7
H -0.18227 0.22333 3.93311 0.2270
N 0.38618 0.47191 3.09404 -0.4842
C 1.73552 0.60650 3.43722 -0.0984
C 2.74864 1.00887 2.17101 -0.4904
C 2.00350 0.33942 0.82397 0.5176
N 1.56158 1.30570 -0.13461 -0.3396
N 0.94172 0.78845 -1.16143 -0.2038
C 0.83247 -0.63990 -1.11522 0.4275
N 0.05132 -1.25037 -2.30512 -0.3337
C -1.36229 -1.57836 -1.79095 -0.5337
C -2.41671 -0.31340 -2.07674 -0.4245
C -2.29760 0.83893 -0.88016 -0.6727
N 1.31315 -1.60897 -0.17499 -0.2634
N 1.93264 -1.08962 0.85092 -0.2441
H 2.09669 0.41078 4.53309 0.3051
H 2.75526 2.20041 2.11560 0.2757
H 3.83834 0.56552 2.30989 0.2783
H -0.06590 -0.52333 -3.05508 0.3348
H -1.77346 -2.56059 -2.32354 0.2493
H -1.37932 -1.75471 -0.61362 0.2904
H -2.28598 0.12955 -3.15802 0.2938
H -3.49916 -0.79789 -1.96731 0.2844
H -1.61211 1.70418 -1.31763 0.1976
H -3.33938 1.23279 -0.51470 0.3003
H -1.76969 0.35723 0.06066 0.1064

---

Most stable structure - i; separation to the second - 230.5 kJ/mol.